99
Properties=species:S:1:pos:R:3:mulliken_charge:R:1 method="wB97M-V/def2-TZVPD" e_homo_ev=-8.23 energy_ha=-7825.8016 lumo_energy_ev=-1.7 orbital_gap_ev=6.6
C 4.336 0.710 -0.250 -0.952
C 3.761 0.907 1.273 0.766
B 2.819 -0.342 1.798 0.241
O 1.456 -0.225 2.352 -0.750
C 3.501 -1.872 1.705 0.256
C 4.600 -2.309 2.888 0.046
P 4.907 -1.011 4.258 0.296
C 6.724 -0.427 4.332 -0.574
C 6.666 1.199 4.719 -0.799
C 4.273 -1.692 5.925 -0.318
C 2.610 -1.514 5.897 -0.735
C 5.311 -3.792 2.775 -0.015
N 6.348 -4.173 3.833 -0.462
C 5.862 -5.127 4.692 0.245
S 5.352 -6.413 5.737 -0.151
C 4.953 -4.887 1.568 0.478
N 5.674 -6.205 1.632 -0.464
C 5.202 -7.085 0.510 0.138
Br 6.004 -8.957 0.439 -0.119
C 4.104 -6.684 -0.619 0.090
Br 3.668 -8.077 -2.029 -0.094
N 3.424 -5.346 -0.683 -0.312
C 3.851 -4.458 0.451 0.304
C 3.143 -2.950 0.520 -0.014
C 2.039 -2.556 -0.673 -0.738
C 0.507 -2.382 -0.102 -0.205
C -0.516 -3.602 -0.495 0.345
N -1.628 -3.936 0.512 -0.677
O -0.329 -4.233 -1.658 -0.526
H 5.248 1.438 -0.371 0.325
H 3.454 1.005 -0.985 0.250
H 4.738 -0.380 -0.407 0.295
H 3.210 1.959 1.296 -0.460
H 4.695 1.009 1.993 -0.170
H 1.365 0.734 2.644 0.290
H 7.170 -0.533 3.243 0.311
H 7.396 -0.973 5.119 0.385
H 6.676 1.882 3.761 0.210
H 7.448 1.501 5.536 0.279
H 5.594 1.363 5.217 0.243
H 4.455 -2.869 5.952 0.064
H 4.757 -1.174 6.875 0.384
H 2.428 -0.488 5.315 0.121
H 2.137 -2.360 5.200 0.210
H 2.134 -1.507 6.968 0.336
H 2.114 -3.249 -1.613 0.393
H 2.373 -1.471 -1.042 0.083
H 0.052 -1.314 -0.377 0.323
H 0.592 -2.380 1.080 0.145
H -1.203 -4.387 1.364 0.311
H -1.974 -3.000 0.870 0.328
C 0.347 5.271 0.163 -0.977
C 1.672 6.023 0.091 -0.572
C 2.866 5.166 0.519 -0.186
C 2.685 4.716 1.959 0.216
N 2.535 4.343 3.154 -0.553
H 0.112 4.962 1.187 0.329
H -0.473 5.911 -0.178 0.236
H 0.368 4.377 -0.471 0.314
H 1.608 6.915 0.725 0.323
H 1.829 6.368 -0.936 0.339
H 3.792 5.745 0.437 0.356
H 2.958 4.285 -0.125 0.209
C -4.657 5.728 -0.605 -1.119
C -4.017 5.817 -1.987 -0.521
C -3.684 4.445 -2.578 0.368
C -2.698 3.723 -1.674 0.084
N -1.880 3.124 -0.925 -0.519
H -3.981 5.270 0.124 0.333
H -4.904 6.728 -0.236 0.344
H -5.580 5.139 -0.638 0.266
H -3.106 6.423 -1.918 0.315
H -4.702 6.341 -2.663 0.366
H -3.241 4.562 -3.572 0.387
H -4.591 3.839 -2.679 -0.398
C -8.368 1.293 -5.423 -1.301
C -7.620 1.035 -4.119 -0.225
C -7.471 2.292 -3.260 -0.297
C -6.686 3.346 -4.023 0.231
N -6.036 4.221 -4.657 -0.579
H -7.833 2.002 -6.062 0.367
H -8.475 0.363 -5.990 0.388
H -9.370 1.692 -5.228 0.295
H -6.630 0.625 -4.353 0.107
H -8.157 0.271 -3.546 0.436
H -6.941 2.052 -2.332 0.334
H -8.454 2.695 -2.994 0.375
C -4.361 -2.026 -3.254 -0.915
C -5.036 -3.390 -3.151 -0.389
C -5.974 -3.680 -4.325 -0.388
C -7.078 -2.637 -4.370 0.327
N -7.995 -1.772 -4.407 -0.580
H -5.091 -1.211 -3.232 0.149
H -3.680 -1.874 -2.411 0.276
H -3.781 -1.944 -4.181 0.312
H -5.595 -3.439 -2.208 0.281
H -4.264 -4.166 -3.109 0.304
H -6.421 -4.673 -4.212 0.309
H -5.422 -3.662 -5.271 0.287



87
Properties=species:S:1:pos:R:3:mulliken_charge:R:1 method="wB97M-V/def2-TZVPD" total_charge=+2 de_lowest_kj_mol=0.00 e_homo_ev="-12.28 / -12.28" energy_ha=-2221.8977 lumo_energy_ev="-7.9 / -7.8" orbital_gap_ev="4.4 / 4.5"
Sn -0.688 0.588 0.837 0.064
C 1.823 3.543 1.025 0.489
C 1.905 3.617 -0.396 0.601
C -0.167 4.391 0.245 0.608
C 0.543 4.021 1.414 1.203
C 0.670 4.138 -0.876 0.678
C 2.858 3.050 1.960 -1.621
H 3.733 2.667 1.426 0.365
H 2.466 2.241 2.596 0.295
H 3.191 3.859 2.630 0.439
C 0.037 4.122 2.802 -1.263
H 0.859 4.324 3.506 0.463
H -0.461 3.190 3.126 0.181
H -0.691 4.939 2.882 0.399
C -1.556 4.894 0.196 -1.612
H -1.812 5.395 1.135 0.386
H -2.285 4.078 0.033 0.209
H -1.676 5.615 -0.627 0.471
C 0.304 4.398 -2.283 -1.619
H 0.197 5.479 -2.470 0.402
H -0.656 3.927 -2.533 0.374
H 1.065 4.012 -2.970 0.423
C 3.067 3.260 -1.239 -1.723
H 3.654 4.152 -1.516 0.369
H 2.747 2.782 -2.173 0.402
H 3.742 2.568 -0.720 0.385
C 2.132 -4.552 -0.107 -0.186
C 3.311 -3.921 -0.176 -0.449
C 4.327 -4.219 -1.245 -1.136
C 3.762 -4.322 -2.686 -0.927
C 2.602 -3.421 -2.997 -0.423
C 1.313 -3.788 -2.915 -0.439
C 0.818 -5.058 -2.283 -0.603
C 1.668 -5.583 -1.100 -1.377
H 4.849 -5.164 -1.030 0.388
H 3.528 -5.372 -2.908 0.287
H 5.109 -3.448 -1.236 0.346
H 2.504 -6.171 -1.495 0.339
H 1.499 -4.451 0.784 0.710
H 3.677 -3.303 0.651 0.834
H 1.051 -6.307 -0.553 0.427
H -0.210 -4.896 -1.926 0.285
H 0.550 -3.179 -3.408 0.888
H 0.751 -5.857 -3.036 0.467
H 4.579 -4.063 -3.372 0.446
H 2.873 -2.458 -3.439 0.404
P 1.037 -1.264 0.588 0.552
P -1.201 0.081 -1.670 1.001
C 0.164 -2.287 -0.655 1.004
C -0.961 -1.732 -1.589 -0.966
H -0.201 -3.201 -0.152 0.653
H 1.005 -2.632 -1.274 -1.707
H -0.753 -2.047 -2.628 0.405
H -1.921 -2.201 -1.299 0.323
C -2.890 0.372 -2.257 -1.319
H -2.962 1.388 -2.676 0.434
H -3.610 0.289 -1.428 0.318
H -3.160 -0.354 -3.041 0.436
C -0.082 0.758 -2.924 -1.068
H -0.146 0.173 -3.853 0.536
H 0.961 0.755 -2.581 0.027
H -0.360 1.797 -3.145 0.338
C 1.301 -2.106 2.162 -1.392
H 1.711 -1.372 2.876 0.453
H 2.007 -2.946 2.093 0.398
H 0.346 -2.471 2.567 0.395
C 2.623 -0.650 -0.071 -0.631
H 2.472 0.068 -0.890 -0.072
H 3.275 -1.458 -0.434 0.103
H 3.153 -0.126 0.741 0.450
C -5.636 2.584 3.734 -0.647
C -4.457 3.164 3.220 -0.751
C -3.500 2.373 2.579 0.266
C -3.627 0.964 2.474 0.364
C -2.675 0.078 1.862 -0.429
C -2.933 -1.278 1.801 0.115
C -4.132 -1.828 2.323 -1.093
C -5.080 -0.999 2.898 -0.785
C -4.855 0.394 3.005 0.984
C -5.839 1.219 3.601 -0.845
H -6.387 3.204 4.227 0.386
H -4.303 4.242 3.324 0.431
H -2.622 2.848 2.130 0.202
H -2.224 -1.963 1.339 0.317
H -4.304 -2.901 2.257 0.420
H -6.026 -1.408 3.276 0.363
H -6.767 0.756 3.958 0.382



139
Properties=species:S:1:pos:R:3:mulliken_charge:R:1 method="wB97M-V/def2-TZVPD" total_charge=-1 e_homo_ev=-5.59 energy_ha=-22624.8208 lumo_energy_ev=1.4 orbital_gap_ev=7.0
C 0.425 -1.360 4.291 -0.001
O 1.570 -2.142 4.566 -0.475
C 2.460 -2.252 3.465 -0.096
C 2.144 -3.434 2.543 -0.036
C 1.262 -3.027 1.353 0.375
C 1.356 -3.984 0.171 -0.481
C 0.181 -3.893 -0.808 0.814
C 0.006 -2.511 -1.465 -0.294
C -1.009 -1.643 -0.719 0.001
C -1.426 -0.365 -1.479 1.177
O -2.838 -0.318 -1.518 -1.024
B -3.336 0.876 -0.811 1.596
F -4.053 1.748 -1.686 -0.299
N -4.279 0.338 0.309 -0.298
C -5.273 1.338 0.749 -1.209
C -5.011 -0.786 -0.153 0.536
C -4.802 -2.085 0.611 -0.968
O -5.801 -0.777 -1.072 -0.786
O -2.129 1.525 -0.333 -0.514
C -0.940 1.010 -0.895 1.747
C -0.569 1.858 -2.124 -1.563
C 0.489 1.260 -3.043 0.655
C -0.020 0.834 -4.415 -1.242
N 1.713 1.089 -2.734 -0.437
C 0.084 0.886 0.249 -0.487
C 0.926 2.105 0.591 0.424
C 0.940 2.536 2.050 -0.400
N 1.627 2.715 -0.269 -0.236
H -0.016 -1.075 5.245 0.324
H -0.334 -1.926 3.737 0.197
H 0.663 -0.461 3.715 -0.192
H 2.482 -1.318 2.891 0.201
H 3.454 -2.369 3.905 0.025
H 1.617 -4.206 3.106 0.332
H 3.090 -3.821 2.154 0.022
H 1.574 -2.028 1.025 0.048
H 0.217 -2.923 1.652 -0.012
H 1.377 -5.008 0.562 0.224
H 2.283 -3.843 -0.387 -0.511
H -0.756 -4.126 -0.296 -0.370
H 0.347 -4.622 -1.602 -0.353
H -0.393 -2.646 -2.476 0.446
H 0.980 -2.018 -1.569 0.173
H -0.695 -1.456 0.308 -0.338
H -1.917 -2.247 -0.659 -0.315
H -1.162 -0.552 -2.525 -0.806
H -5.767 0.987 1.665 0.323
H -4.772 2.273 0.989 0.254
H -6.044 1.524 -0.003 0.341
H -4.174 -2.753 0.021 -0.074
H -5.783 -2.533 0.775 0.455
H -4.347 -1.879 1.579 0.363
H -0.306 2.873 -1.824 0.451
H -1.478 1.946 -2.720 0.397
H 0.725 1.005 -5.193 0.588
H -0.952 1.336 -4.669 -0.076
H -0.244 -0.235 -4.389 0.177
H 2.181 0.665 -3.538 0.202
H 0.727 0.023 0.051 0.008
H -0.506 0.657 1.137 0.568
H 1.163 1.653 2.660 -0.203
H 1.750 3.244 2.222 0.338
H -0.002 2.975 2.371 -0.145
H 2.126 3.496 0.162 -0.259
C 4.339 6.613 0.747 1.245
Cl 5.066 7.037 -0.806 -0.141
Cl 3.343 5.162 0.621 -0.265
Cl 5.573 6.415 1.997 -0.138
H 3.686 7.427 1.044 -0.876
C -7.057 -2.106 -2.878 0.522
Cl -8.628 -1.360 -2.562 -0.231
Cl -6.871 -3.584 -1.938 -0.128
Cl -6.860 -2.429 -4.602 -0.177
H -6.284 -1.413 -2.565 0.003
C 8.968 6.572 0.600 0.816
Cl 9.106 6.786 -1.145 -0.132
Cl 10.458 5.902 1.271 -0.129
Cl 8.549 8.094 1.385 -0.047
H 8.167 5.867 0.788 -0.530
C -2.073 -7.202 1.246 -0.226
Cl -2.582 -5.520 1.129 -0.003
Cl -3.048 -8.169 0.139 -0.108
Cl -0.356 -7.373 0.903 -0.080
H -2.261 -7.547 2.255 0.375
C -2.376 -6.229 -2.962 0.975
Cl -3.002 -4.588 -3.056 -0.046
Cl -3.288 -7.311 -4.026 -0.157
Cl -0.654 -6.281 -3.343 -0.165
H -2.506 -6.587 -1.951 -0.627
C 2.100 -8.720 4.040 -0.074
Cl 2.248 -10.253 3.176 -0.134
Cl 3.192 -7.511 3.364 -0.078
Cl 0.436 -8.141 4.005 -0.075
H 2.378 -8.888 5.071 0.361
C -7.402 -6.972 -0.561 0.552
Cl -9.073 -7.259 -0.070 -0.142
Cl -6.397 -6.547 0.823 -0.094
Cl -6.745 -8.374 -1.410 -0.132
H -7.388 -6.131 -1.242 -0.152
C 6.045 11.515 1.462 -0.016
Cl 7.499 11.055 2.344 -0.133
Cl 5.451 10.141 0.532 -0.018
Cl 4.800 12.124 2.560 -0.160
H 6.304 12.308 0.774 0.318
C 1.755 9.951 1.177 0.570
Cl 0.229 10.762 1.518 -0.141
Cl 1.880 8.441 2.087 -0.113
Cl 1.938 9.641 -0.549 -0.103
H 2.563 10.600 1.493 -0.226
C 6.870 -2.800 3.700 -0.065
Cl 6.434 -1.093 3.625 -0.099
Cl 5.961 -3.722 2.506 -0.077
Cl 8.609 -3.012 3.467 -0.144
H 6.616 -3.173 4.683 0.348
C 5.362 -2.205 -1.885 -0.131
Cl 5.647 -1.719 -0.216 -0.033
Cl 3.903 -3.189 -1.994 -0.099
Cl 5.273 -0.805 -2.958 -0.121
H 6.198 -2.815 -2.201 0.371
C -11.856 -0.279 -1.198 0.760
Cl -11.491 0.216 0.451 -0.121
Cl -13.156 -1.474 -1.226 -0.136
Cl -12.265 1.115 -2.200 -0.126
H -10.971 -0.741 -1.614 -0.304
C -2.634 4.809 3.342 -0.091
Cl -3.154 4.496 5.006 -0.153
Cl -1.019 5.532 3.321 -0.105
Cl -2.672 3.343 2.382 -0.021
H -3.320 5.526 2.912 0.324
C 8.077 2.062 -0.462 -0.024
Cl 8.839 0.693 0.363 -0.131
Cl 6.500 1.611 -1.089 -0.049
Cl 7.970 3.449 0.624 -0.094
H 8.709 2.339 -1.295 0.300
C -2.160 2.837 -7.705 0.012
Cl -0.602 3.464 -7.161 -0.117
Cl -1.973 1.921 -9.207 -0.141
Cl -2.919 1.857 -6.459 -0.053
H -2.805 3.680 -7.910 0.298



101
Properties=species:S:1:pos:R:3:mulliken_charge:R:1 method="wB97M-V/def2-TZVPD" total_charge=-1 de_lowest_kj_mol=35.78 e_homo_ev=-4.68 energy_ha=-12267.3926 lumo_energy_ev=1.9 orbital_gap_ev=6.6
Pb -0.155 0.030 -0.395 1.632
C -3.315 -1.442 -1.190 -0.931
C -2.725 -2.842 -1.328 0.321
C -2.286 -3.166 -2.760 -0.993
C -1.619 -3.116 -0.346 -0.592
C -1.448 -4.352 0.283 -0.649
C -0.399 -4.201 1.165 0.080
C 0.011 -5.293 2.119 0.130
C 1.459 -5.763 1.966 -1.558
C -0.329 -4.904 3.561 -1.144
N 0.043 -2.930 1.058 1.100
N -0.694 -2.269 0.118 -0.291
B 1.180 -2.268 1.874 1.264
N 2.296 -1.702 0.954 1.372
N 2.101 -0.643 0.120 -0.661
C 3.278 -0.346 -0.440 -0.803
C 4.246 -1.233 0.033 -0.563
C 3.590 -2.075 0.910 0.051
C 4.229 -3.208 1.658 1.950
C 5.485 -2.726 2.392 -1.809
C 4.579 -4.334 0.677 -1.728
C 3.531 0.782 -1.389 1.928
C 4.648 1.671 -0.832 -1.629
C 3.908 0.253 -2.776 -1.456
N 0.630 -1.125 2.769 0.549
N -0.149 -0.185 2.185 -0.045
C -0.517 0.686 3.117 -0.228
C 0.052 0.311 4.336 -0.843
C 0.778 -0.842 4.083 0.024
C 1.536 -1.524 5.199 0.151
C 2.666 -2.480 4.826 -1.096
C 0.552 -2.211 6.157 -1.431
C -1.382 1.887 2.868 -0.014
C -2.626 1.536 2.052 -1.115
C -0.549 2.996 2.212 -1.076
H -4.042 -1.257 -1.976 0.392
H -3.796 -1.321 -0.216 0.291
H -2.554 -0.668 -1.278 -0.268
H -3.520 -3.549 -1.067 0.306
H -1.397 -2.605 -3.034 0.061
H -2.056 -4.230 -2.856 0.357
H -3.080 -2.913 -3.463 0.358
H -2.031 -5.243 0.126 0.494
H -0.627 -6.139 1.850 0.514
H 2.157 -5.028 2.360 0.159
H 1.609 -6.702 2.502 0.511
H 1.693 -5.924 0.913 0.351
H 0.213 -4.004 3.844 -0.275
H -1.396 -4.697 3.650 0.440
H -0.072 -5.707 4.254 0.442
H 1.657 -3.100 2.559 -1.374
H 5.287 -1.259 -0.238 0.534
H 3.535 -3.602 2.398 -0.888
H 6.259 -2.432 1.682 0.415
H 5.261 -1.866 3.024 0.362
H 5.880 -3.524 3.022 0.407
H 5.300 -3.981 -0.062 0.336
H 5.011 -5.178 1.218 0.437
H 3.690 -4.675 0.147 0.385
H 2.615 1.367 -1.469 -0.577
H 5.596 1.130 -0.827 0.320
H 4.774 2.557 -1.454 0.436
H 4.424 1.987 0.188 0.377
H 4.891 -0.225 -2.751 0.328
H 3.179 -0.477 -3.119 0.284
H 3.930 1.068 -3.500 0.387
H -0.035 0.814 5.285 0.527
H 1.991 -0.700 5.758 0.701
H 2.279 -3.433 4.467 0.101
H 3.307 -2.044 4.061 -0.071
H 3.269 -2.681 5.713 0.468
H 0.010 -3.013 5.656 0.221
H 1.098 -2.639 7.000 0.425
H -0.177 -1.500 6.543 0.421
H -1.703 2.246 3.851 0.327
H -2.357 1.265 1.032 -0.074
H -3.147 0.687 2.498 0.345
H -3.309 2.384 2.001 0.443
H -0.124 2.645 1.269 -0.015
H -1.159 3.877 2.005 0.435
H 0.276 3.290 2.862 0.410
Se -0.213 2.731 -5.827 -0.600
Sb -1.289 1.294 -4.228 0.708
Se -1.923 2.986 -2.073 -0.284
Se 0.322 -0.383 -3.133 -0.725
Se -3.460 0.370 -4.729 -0.636
O 2.290 9.529 0.163 -0.486
C 1.041 9.006 0.208 0.668
O 0.152 9.659 0.684 -0.573
C 0.854 7.640 -0.343 0.865
C -0.451 7.185 -0.529 -0.785
C -0.703 5.922 -1.026 -0.270
C 0.359 5.080 -1.347 0.640
S 0.203 3.450 -1.954 0.166
C 1.671 5.530 -1.178 -1.442
C 1.913 6.790 -0.676 -0.774
H 2.903 8.939 -0.283 0.289
H -1.263 7.854 -0.280 0.427
H -1.718 5.578 -1.177 0.319
H 2.488 4.878 -1.454 0.500
H 2.946 7.087 -0.531 0.133